Density functional theory data (ωB97M-V with the def2-TZVPD basis set) for C10H24NO6P2S4Tb as an isolated structure.

Structure (XYZ):
```
48
Properties=species:S:1:pos:R:3:forces:R:3:lowdin_spin:R:1
H -8.0818 -0.3696 13.2588 0.3978 0.3315 0.0189 0.00
O -8.6765 -1.0505 12.9444 -0.1423 -1.6612 -0.5751 0.00
H -12.0861 -5.3981 7.6584 0.0670 -0.1188 -0.0818 0.00
O -6.5568 -2.0870 11.8307 -1.1015 -0.0551 0.3376 0.00
C -7.9429 -3.1595 15.0846 -0.8346 -0.6044 0.2131 0.00
H -7.3967 -7.2282 7.5156 -0.1012 -0.2880 -0.0862 0.00
C -12.6402 -5.0903 8.5404 0.5125 0.1655 -0.0598 0.00
C -7.7083 -3.6123 13.6485 0.4590 -0.2361 1.3159 0.00
C -11.0300 -7.8507 8.2789 1.0626 -0.8496 -0.7616 0.00
H -6.1419 -4.8705 13.1276 0.5281 -0.3916 -0.1635 0.00
H -8.2502 -2.7852 6.3505 0.2309 0.0864 -0.1897 0.00
H -10.4557 -1.9100 6.8257 0.0685 0.1787 -0.0003 0.00
P -8.4114 -5.2456 13.1635 0.1417 0.3746 -0.0956 0.00
H -7.7407 -3.9910 15.7969 0.0045 0.6552 -0.4270 0.00
H -8.4654 -5.6438 5.7900 0.1335 0.0627 -0.1437 0.00
H -5.8342 -3.2740 12.8972 -0.0287 0.1542 -0.1194 0.00
H -5.7008 -3.9214 14.4474 -0.5483 -0.1135 -0.1268 0.00
C -10.1858 -2.8787 7.2349 -0.7402 -0.1082 0.5280 0.00
H -8.9884 -2.8795 15.1900 -0.0692 0.1089 0.1733 0.00
S -9.3046 -7.5691 8.8639 -0.1937 -0.2459 0.1688 -0.01
P -7.9509 -2.3518 12.3270 1.1852 1.1303 -0.1762 0.00
H -8.7364 -7.9436 6.5752 0.0934 -0.1504 -0.0598 0.00
Tb -9.2854 -5.0176 10.4387 -0.1525 0.4989 0.8629 6.11
C -8.4696 -7.1898 7.3085 -0.0200 0.6623 0.0141 0.00
H -13.1288 -3.2899 9.5968 0.3233 0.0581 -0.6526 0.00
H -13.6537 -5.4393 8.4461 -0.5264 0.0028 -0.1234 0.00
S -11.9820 -5.9287 10.0195 -0.2538 0.1411 0.0490 -0.01
C -12.0090 -7.6234 9.3781 -0.3433 -0.2034 1.0341 0.00
N -6.2400 -3.9654 13.5723 1.1665 0.5593 -0.0538 0.00
O -7.5473 -5.5562 11.9348 -0.3606 -0.4551 -0.0627 -0.01
S -8.0406 -4.5644 7.9022 0.2744 -0.5803 -0.2498 -0.01
H -9.9014 -5.6206 6.8192 -0.0427 -0.0979 -0.1026 0.00
H -7.3432 -2.2878 15.3326 0.1203 0.0384 0.0255 0.00
H -8.6871 -6.2957 15.0300 -0.1472 -0.2854 0.2955 0.00
H -11.1998 -7.1872 7.4276 -0.0476 -0.2132 0.0907 0.00
H -8.2856 -2.3023 8.0413 0.1879 0.4915 0.1301 0.00
O -8.9312 -3.0664 11.4201 -0.4711 0.3433 -0.9228 -0.02
S -10.8950 -2.9603 8.9395 0.2800 0.1481 -0.3419 -0.01
C -8.8271 -5.7937 6.8017 0.0725 0.0769 0.2834 0.00
O -9.8564 -5.2943 12.7432 0.0294 -0.2387 0.2766 -0.01
C -12.5696 -3.5820 8.6788 -0.5348 -0.0264 0.9161 0.00
O -7.9632 -6.1034 14.4254 -0.3704 -0.1061 -0.7219 0.00
H -10.6840 -3.6218 6.6056 0.2920 -0.0484 0.0862 0.00
H -11.8434 -8.2989 10.2494 -0.1657 0.4567 -0.6297 0.00
H -11.0484 -8.9076 7.9174 -0.1712 0.8079 0.2686 0.00
H -13.0257 -3.0756 7.8249 0.0486 -0.0593 0.1076 0.00
C -8.6822 -2.9986 7.3191 -0.3429 -0.0692 -0.3018 0.00
H -13.0318 -7.7516 9.0223 0.0304 -0.3272 0.0335 0.00
```
Positions in Å, forces in eV/Å.

Output
Charge: +2
Orbital gap (spin up / spin down): 0.342 / 0.351 Ha
⟨S²⟩: 12.6808
Spin multiplicity: 7
E_LUMO (spin up / spin down): -6.1 / -5.8 eV

Density functional theory data (ωB97M-V with the def2-TZVPD basis set) for C10H24O12SrV3 as an isolated structure.

Structure (XYZ):
```
50
Properties=species:S:1:pos:R:3:forces:R:3:mulliken_charge:R:1
H 8.6213 -21.1374 -37.2642 -0.4093 0.3023 -0.4252 0.30
H 7.4834 -21.8259 -33.6721 0.1052 -0.2666 0.0643 0.36
O 2.5179 -20.5371 -37.6993 -2.7396 -1.6071 0.6993 -0.33
Sr 4.9029 -18.5042 -35.1272 1.3702 -0.6937 -0.0888 2.00
C 6.1855 -23.4772 -38.6346 0.2043 0.0213 -0.4924 -1.30
O 4.2114 -19.2666 -37.4543 6.7273 2.1257 5.8516 -0.96
H 5.6497 -18.2942 -43.6133 -0.3741 -0.2354 -0.3147 0.43
H 3.5959 -19.9607 -41.1498 -0.1776 0.2929 -0.0958 -0.03
C 8.6989 -20.3001 -36.5706 0.5810 -0.6867 0.4068 -1.34
H 6.8408 -24.1710 -39.1612 -0.2463 -0.0748 -0.4277 0.44
V 4.4478 -17.1993 -38.7506 1.7905 2.6413 -7.7680 1.24
H 2.3975 -20.3335 -43.8351 -0.6937 0.3228 0.0634 0.35
C 2.9168 -19.3973 -43.6306 0.9078 -1.0240 -0.0935 -1.30
C 4.6348 -23.4589 -40.6925 -0.0408 -1.3752 0.4079 -1.64
H 6.1907 -20.8058 -36.3913 0.3071 -0.5297 -0.5739 0.15
H 5.3478 -21.2914 -40.8588 -0.0236 0.4967 -0.6402 0.38
O 0.9704 -22.6654 -36.4880 2.8261 0.9255 0.7676 -0.42
C 5.2783 -18.8204 -42.7340 0.9913 -0.2260 -0.2784 -1.15
O 3.9971 -20.5515 -41.7912 -1.0305 -1.4696 3.0299 -0.37
H 8.1432 -19.6931 -34.6928 -0.2285 -0.2334 0.7049 0.33
O 6.5129 -20.2286 -35.6950 -3.7299 1.6758 0.1430 -0.26
H 9.7499 -20.3297 -36.2830 0.0295 0.1716 0.1793 0.44
H 4.4045 -22.2569 -39.0776 -0.2986 0.1322 1.0749 -0.68
H 5.0038 -18.0178 -42.0494 -0.5422 -0.0688 0.2595 0.15
O 3.8836 -16.0717 -39.8212 0.9842 -3.4080 4.0347 -0.41
C 4.2327 -19.9072 -42.9582 -0.0575 2.4685 -2.8777 0.37
C 7.8921 -21.9087 -34.6792 0.5057 0.7049 0.0450 -1.28
H 5.3861 -23.8937 -41.3517 -0.0364 -0.0325 -0.0154 0.36
O 2.9444 -18.7497 -38.9916 -1.7087 -0.5444 -0.8083 -0.40
H 7.3931 -22.7214 -35.2072 -0.4605 0.3790 -0.3925 0.34
V 0.7646 -19.6261 -38.7498 -3.1483 -1.8955 -7.0156 1.18
C 7.8325 -20.5109 -35.3430 2.7584 -1.3028 -0.0456 0.35
H 2.3295 -18.6888 -43.0464 0.0215 -0.1974 0.3816 0.30
H 6.1617 -19.3096 -42.3238 0.1389 0.0503 0.2144 0.32
H 6.9267 -22.8544 -38.1337 -0.2698 0.4693 0.2679 0.19
H 3.0745 -18.9178 -44.5968 0.3528 -0.0568 0.0517 0.40
H 3.9045 -22.8990 -41.2767 0.1843 0.1194 0.1546 0.37
C 3.2500 -19.5947 -38.0726 -1.6068 1.4624 -2.1812 1.22
H 5.6465 -24.0850 -37.9079 -0.1754 0.1599 -0.0080 0.36
H 8.9147 -22.2839 -34.6401 0.1311 0.3653 0.3288 0.39
C 5.2729 -22.6824 -39.5804 0.4165 0.8746 -0.7693 1.70
O 0.4659 -18.9890 -40.2308 0.9980 -1.2771 4.6303 -0.38
O 0.0895 -21.0668 -38.9410 1.5021 2.9951 1.2228 -0.40
H 4.1115 -24.2561 -40.1644 -0.2323 -0.4411 -0.4610 0.43
O 5.9577 -21.5620 -40.1685 0.5505 -0.3861 1.3067 -0.52
O 5.9324 -17.3901 -39.3673 -3.5358 -0.1492 2.4942 -0.39
H 4.6284 -20.7240 -43.5619 0.2398 0.4112 -0.5227 0.34
H 8.5025 -19.3086 -36.9784 -0.0145 -0.2163 -0.4237 0.34
O 3.5546 -22.9178 -36.5846 -1.7699 0.9321 0.9407 -0.43
V 2.3631 -22.0129 -36.0774 -1.0733 -2.1017 -3.0062 1.49
```
Positions in Å, forces in eV/Å.

Output
Charge: +3
Orbital gap: 0.116 Ha
E_LUMO: -13.3 eV

Density functional theory data (ωB97M-V with the def2-TZVPD basis set) for a 2-piece molecular cluster, C10H24Si overall.

Structure (XYZ):
```
35
Properties=species:S:1:pos:R:3:forces:R:3:mulliken_charge:R:1
H -2.0774 -1.7416 -2.1319 -0.0106 1.4078 1.5477 0.41
C 1.6529 1.8937 -1.5508 0.9432 0.4350 -0.7351 -1.14
H -1.1642 2.4550 -1.0537 1.6344 0.1761 1.3425 0.24
H 0.7715 -1.7510 -2.6982 -0.5320 0.3863 0.1405 0.30
H -0.5150 -1.0492 -3.8239 1.4138 0.6373 2.1277 0.33
H -0.0029 3.5650 -0.1427 0.0974 -0.3489 -0.5449 0.48
H 1.6785 3.0009 -1.7464 0.3062 -0.9861 0.3989 0.39
H 3.0783 -1.0993 -0.3770 -0.4012 0.0314 -0.3034 -0.22
C -1.7068 -1.1287 -1.2159 0.8650 -2.4671 -1.4671 -1.26
H 1.3603 1.6085 0.5572 1.1156 0.3832 1.1021 0.56
H -1.3587 -1.9031 -0.5202 -0.1659 0.2105 -0.0211 0.08
H -1.0044 0.6393 -1.9493 -0.3825 1.6220 -0.5717 0.18
H -1.8947 -0.2556 1.3819 0.6048 0.6761 0.4261 0.41
H -2.3937 -0.4912 -0.7286 -1.3407 0.1874 0.3202 0.30
H 2.6500 1.4766 -1.2606 -0.3740 0.5574 -1.2144 0.31
C 0.8301 1.5309 -0.3488 -3.2612 0.2610 -0.3612 -0.10
C 0.2045 -0.8160 -2.8933 -2.8853 -2.6212 -0.4199 -1.47
H 0.8977 -0.1230 -3.1676 1.8571 1.7095 -1.2152 0.46
C -1.0469 -1.9702 2.3503 -1.1442 0.4491 0.4956 -1.13
H 0.8444 -2.5142 -0.0998 1.6937 1.6225 0.5480 -0.09
C 0.4393 0.0704 -0.4975 -0.0679 0.4751 0.1759 0.83
H -0.6625 -2.5106 1.5372 0.4352 -1.1422 -1.1933 0.27
C -0.5540 -0.2540 -1.6453 1.8357 -1.7123 0.2166 0.42
H 2.0941 -1.0813 1.6310 -0.3767 0.3538 0.5684 -0.22
H -0.8881 0.2566 4.0535 0.3750 0.5828 -1.2248 0.34
C -1.0200 -0.5049 1.9936 -0.0985 -0.7492 0.6081 0.15
C -0.3649 2.5238 -0.2036 -2.0595 0.4219 0.1634 -1.53
H 0.5300 -0.1296 3.2089 3.8324 -1.8885 0.8487 0.41
H 1.2352 1.4296 -2.4865 0.7117 0.5881 1.0758 0.09
H -2.1176 -2.2574 2.4548 0.6275 -0.1400 0.1294 0.31
C -0.3455 0.3142 3.0517 -3.2837 3.3077 -1.3323 -1.29
H -0.0657 1.3728 2.6638 -0.9260 -1.4392 1.1079 0.21
H -0.9828 2.4988 0.7603 0.9172 -0.7545 -1.1094 0.24
Si 1.7029 -1.0848 0.2279 -1.7537 -2.7584 -1.4716 0.40
H -0.4805 -2.3022 3.2342 -0.2023 0.5258 -0.1577 0.32
```
Positions in Å, forces in eV/Å.

Output
Charge: 0
Orbital gap (spin up / spin down): 0.317 / 0.290 Ha
E_LUMO (spin up / spin down): 0.8 / 0.2 eV

Density functional theory data (ωB97M-V with the def2-TZVPD basis set) for an isolated ion of composition C10H25BrFP2 and charge -1.

Structure (XYZ):
```
39
Properties=species:S:1:pos:R:3:forces:R:3:mulliken_charge:R:1
H 0.8867 -3.4752 2.2000 0.2668 0.1006 0.0029 0.35
H 3.8456 0.9105 1.0356 0.2580 0.0447 0.1138 0.35
H -1.7342 2.4455 2.8377 -0.1104 0.0449 0.3957 0.43
C 0.6265 2.1674 -2.2606 0.3126 -1.2264 -0.2685 -0.76
C -1.3476 1.6579 2.1998 0.2187 0.5552 -0.4120 -0.90
Br 0.1278 -3.8951 -0.6015 -0.2379 -0.0881 -0.1533 -0.22
H -1.4387 0.6997 2.6897 -0.0666 -0.1776 0.2186 0.23
C -0.0714 -1.3388 0.6604 0.2014 0.0949 -0.5717 -1.45
H -1.8346 2.5212 0.2665 0.3531 -0.0360 -0.3594 0.27
H 2.1645 0.8532 1.5829 -0.0402 0.2380 0.2000 0.26
H -0.2260 -0.7921 1.5889 -0.2211 0.0775 0.1259 0.21
H 0.1851 -1.0639 -1.7206 0.0589 0.1038 -0.1005 0.10
H -0.0668 0.7929 -3.7841 -0.2573 -0.1326 -0.1614 0.32
C 2.8804 0.4468 0.8773 -0.4363 -0.4024 -0.4132 -1.07
C -0.6032 -2.7358 0.8157 0.3408 0.2436 0.7414 0.19
P -0.8175 -0.4043 -0.8761 -0.2056 -1.2710 -0.2398 -0.33
F -2.7434 -0.5587 1.1193 0.0021 -0.1406 0.0620 -0.37
C -2.1371 1.6926 0.8946 -0.7093 -0.1863 0.7580 -0.78
H 1.4189 2.9041 -2.2589 0.0447 0.4852 0.1902 0.47
H 1.0030 -1.4462 0.5376 0.2762 0.2272 -0.1421 0.58
H 2.9387 -0.6139 1.0879 0.2796 -0.2247 0.2313 0.29
P 0.6569 1.3154 -0.5984 0.2829 1.3218 0.3923 -0.14
C -0.1882 -3.3631 2.1260 -0.2399 -0.5502 0.0572 -1.52
H 1.3428 1.7226 -4.2900 0.0533 0.1023 -0.1623 0.34
H -1.4010 0.2831 -2.0485 0.0469 0.2273 0.0328 0.06
H -0.6307 -4.3541 2.2237 0.0067 -0.1493 0.0627 0.43
H -3.0711 0.4745 -0.5584 -0.0836 -0.1223 -0.3396 0.37
H -0.3062 1.8993 2.0275 0.3174 -0.2226 -0.0466 0.09
H -3.1558 1.9451 1.2027 -0.2952 0.0273 -0.1045 0.54
H 1.4817 0.3806 -3.1486 0.2968 -0.1485 -0.0535 0.22
H 2.4992 -0.2909 -1.1315 -0.0544 -0.1738 -0.1790 0.50
H -1.7399 -1.5284 -1.1279 -0.0909 0.0996 0.0748 0.15
C 2.3843 0.6361 -0.5727 -0.1103 0.1348 0.3981 -0.86
H -1.6785 -2.7422 0.7460 -0.3298 -0.2000 -0.4262 0.55
C 0.8677 1.2198 -3.4505 -0.1248 0.1313 0.2232 -1.05
H 3.0215 1.3833 -1.0315 0.0513 0.1941 -0.3871 0.54
H -0.5423 -2.7624 2.9568 -0.0758 0.2572 0.1515 0.38
H -0.3411 2.6402 -2.3722 -0.1458 0.3585 0.0609 0.37
C -2.2560 0.3732 0.1554 0.1669 0.3826 0.0276 -0.16
```
Positions in Å, forces in eV/Å.

Output
Charge: -1
Orbital gap: 0.229 Ha
E_LUMO: 3.2 eV

Number 1: DFT total energy -4001.40685 a.u.. Number 2: DFT total energy -4159.82655 a.u.. Number 3: DFT total energy -684.68470 a.u.. Number 4: DFT total energy -3752.52165 a.u..